15
Properties=species:S:1:pos:R:3 method="wB97M-V/def2-TZVPD" homo_lumo_gap_ev=11.1 e_above_lowest_kcal_mol=18.5 e_tot_ev=-10420.1993 e_homo_ev=-10.58
C 0.5349 0.4376 -0.2204
H 1.8693 -0.6721 1.0764
C 1.6335 -0.5730 0.0274
O -1.8664 1.8662 -0.6482
O -3.2108 0.2576 0.1012
H -3.0967 -0.5631 0.6048
O 2.8173 -0.1149 -0.6508
H -0.8329 -0.1940 1.3608
H 1.3217 -1.5071 -0.4126
H -1.0257 -1.0896 -0.1322
H 3.5719 -0.4973 -0.1862
H 0.4419 0.5469 -1.2980
C -1.9890 0.7934 -0.1425
C -0.8261 -0.0931 0.2746
H 0.6572 1.4023 0.2456